No. 1
{
  "formula": "C23H26N2O4",
  "method": "ωB97M-V/def2-TZVPD",
  "de_lowest_kcal_mol": 54.47,
  "smiles": "COc1ccc(/C=C(/NC(=O)c2ccc(C)cc2)C(=O)NC[C@H]2CCCO2)cc1",
  "charge": 0,
  "total_energy_ha": -1302.52736,
  "species": ["C", "O", "C", "C", "C", "C", "C", "C", "N", "C", "O", "C", "C", "C", "C", "C", "C", "C", "C", "O", "N", "C", "C", "C", "C", "C", "O", "C", "C", "H", "H", "H", "H", "H", "H", "H", "H", "H", "H", "H", "H", "H", "H", "H", "H", "H", "H", "H", "H", "H", "H", "H", "H", "H", "H"],
  "xyz": [[-6.342, -1.563, 0.887], [-5.596, -2.169, -0.138], [-4.237, -2.073, -0.093], [-3.549, -2.638, -1.168], [-2.176, -2.579, -1.225], [-1.441, -1.936, -0.225], [0.008, -1.845, -0.340], [0.754, -0.800, 0.046], [2.143, -0.822, -0.035], [2.904, 0.311, -0.177], [2.412, 1.404, -0.370], [4.370, 0.078, -0.117], [4.941, -0.947, 0.633], [6.314, -1.098, 0.668], [7.149, -0.242, -0.044], [8.635, -0.412, 0.015], [6.573, 0.787, -0.780], [5.203, 0.952, -0.810], [0.192, 0.463, 0.652], [0.458, 0.800, 1.788], [-0.617, 1.146, -0.179], [-1.322, 2.333, 0.228], [-2.809, 2.031, 0.479], [-3.629, 3.303, 0.742], [-4.274, 3.574, -0.617], [-4.470, 2.154, -1.140], [-3.357, 1.414, -0.684], [-2.134, -1.411, 0.861], [-3.513, -1.478, 0.934], [-6.135, -0.490, 0.954], [-6.149, -2.030, 1.859], [-7.388, -1.713, 0.621], [-4.121, -3.115, -1.948], [-1.658, -3.015, -2.067], [0.502, -2.696, -0.796], [2.593, -1.723, -0.106], [4.321, -1.608, 1.222], [6.749, -1.891, 1.259], [9.116, 0.075, -0.830], [9.023, 0.036, 0.930], [8.905, -1.466, 0.019], [7.207, 1.468, -1.330], [4.752, 1.756, -1.372], [-0.898, 0.733, -1.053], [-1.225, 3.091, -0.555], [-0.852, 2.688, 1.147], [-2.879, 1.319, 1.311], [-3.001, 4.121, 1.085], [-4.397, 3.111, 1.492], [-5.208, 4.125, -0.545], [-3.586, 4.121, -1.263], [-4.497, 2.085, -2.230], [-5.397, 1.719, -0.737], [-1.584, -0.961, 1.674], [-4.011, -1.067, 1.798]],
  "nbo_charge": [-0.25, -0.49, 0.30, -0.26, -0.17, -0.11, -0.23, 0.11, -0.61, 0.66, -0.59, -0.10, -0.21, -0.21, 0.00, -0.63, -0.22, -0.16, 0.67, -0.63, -0.60, -0.24, 0.09, -0.43, -0.43, -0.06, -0.54, -0.19, -0.25, 0.17, 0.18, 0.20, 0.22, 0.21, 0.20, 0.40, 0.21, 0.21, 0.22, 0.22, 0.22, 0.21, 0.23, 0.41, 0.19, 0.24, 0.18, 0.22, 0.21, 0.22, 0.20, 0.19, 0.16, 0.23, 0.21]
}

=====

No. 2
{
  "formula": "C23H26N4O2S",
  "method": "ωB97M-V/def2-TZVPD",
  "de_lowest_kcal_mol": 41.86,
  "smiles": "CCCCOc1cccc(-c2cc(C(=O)NNC(=S)NCC)c3ccccc3n2)c1",
  "charge": 0,
  "total_energy_ha": -1659.75341,
  "species": ["C", "C", "C", "C", "O", "C", "C", "C", "C", "C", "C", "C", "C", "C", "O", "N", "N", "C", "S", "N", "C", "C", "C", "C", "C", "C", "C", "C", "N", "C", "H", "H", "H", "H", "H", "H", "H", "H", "H", "H", "H", "H", "H", "H", "H", "H", "H", "H", "H", "H", "H", "H", "H", "H", "H", "H"],
  "xyz": [[7.342, 3.372, -1.430], [7.388, 2.014, -0.741], [6.058, 1.277, -0.868], [6.100, -0.090, -0.181], [4.883, -0.796, -0.298], [3.811, -0.428, 0.454], [3.822, 0.523, 1.471], [2.660, 0.787, 2.177], [1.479, 0.138, 1.880], [1.455, -0.814, 0.860], [0.222, -1.530, 0.502], [-1.041, -0.909, 0.640], [-2.181, -1.593, 0.292], [-3.506, -0.936, 0.425], [-4.538, -1.463, 0.811], [-3.486, 0.390, 0.127], [-4.689, 1.086, 0.164], [-4.880, 2.114, -0.695], [-3.603, 2.743, -1.552], [-6.115, 2.644, -0.809], [-7.259, 2.319, 0.014], [-7.152, 2.899, 1.424], [-2.064, -2.927, -0.185], [-3.153, -3.737, -0.559], [-2.943, -5.005, -1.027], [-1.643, -5.519, -1.150], [-0.563, -4.759, -0.799], [-0.743, -3.448, -0.308], [0.351, -2.746, 0.028], [2.622, -1.096, 0.166], [8.296, 3.885, -1.328], [6.567, 3.997, -0.992], [7.127, 3.255, -2.490], [7.627, 2.151, 0.316], [8.181, 1.407, -1.183], [5.259, 1.880, -0.431], [5.816, 1.127, -1.922], [6.394, 0.014, 0.872], [6.836, -0.730, -0.676], [4.722, 1.057, 1.731], [2.684, 1.517, 2.973], [0.592, 0.348, 2.456], [-1.099, 0.101, 1.014], [-2.784, 0.869, -0.437], [-5.440, 0.474, 0.478], [-6.140, 3.516, -1.317], [-8.141, 2.721, -0.488], [-7.370, 1.232, 0.062], [-7.073, 3.983, 1.381], [-8.034, 2.637, 2.000], [-6.273, 2.509, 1.932], [-4.154, -3.350, -0.454], [-3.785, -5.622, -1.306], [-1.504, -6.522, -1.524], [0.447, -5.128, -0.883], [2.613, -1.839, -0.615]],
  "nbo_charge": [-0.60, -0.39, -0.43, -0.06, -0.49, 0.31, -0.31, -0.18, -0.26, 0.02, 0.19, -0.22, -0.08, 0.63, -0.63, -0.45, -0.44, 0.28, -0.29, -0.59, -0.22, -0.62, -0.01, -0.20, -0.21, -0.20, -0.20, 0.14, -0.40, -0.24, 0.21, 0.20, 0.20, 0.19, 0.20, 0.21, 0.21, 0.17, 0.19, 0.22, 0.21, 0.21, 0.23, 0.44, 0.43, 0.42, 0.21, 0.19, 0.21, 0.22, 0.22, 0.24, 0.22, 0.22, 0.23, 0.24]
}

=====

No. 3
{
  "formula": "C23H26NO2",
  "method": "ωB97M-V/def2-TZVPD",
  "de_lowest_kcal_mol": 0.00,
  "smiles": "O[C@@H](C[NH2+][C@H]1CCCc2ccccc21)COc1ccc2ccccc2c1",
  "charge": 1,
  "total_energy_ha": -1097.07131,
  "species": ["O", "C", "C", "N", "C", "C", "C", "C", "C", "C", "C", "C", "C", "C", "C", "O", "C", "C", "C", "C", "C", "C", "C", "C", "C", "C", "H", "H", "H", "H", "H", "H", "H", "H", "H", "H", "H", "H", "H", "H", "H", "H", "H", "H", "H", "H", "H", "H", "H", "H", "H", "H"],
  "xyz": [[-1.320, -1.834, 1.441], [-0.810, -2.501, 0.310], [-1.520, -1.916, -0.939], [-2.904, -1.604, -0.539], [-3.553, -0.370, -1.112], [-4.975, -0.295, -0.567], [-4.961, -0.100, 0.948], [-4.237, 1.193, 1.318], [-3.027, 1.502, 0.482], [-2.208, 2.563, 0.859], [-1.145, 2.964, 0.073], [-0.897, 2.326, -1.133], [-1.696, 1.267, -1.518], [-2.745, 0.834, -0.708], [0.700, -2.283, 0.195], [0.866, -0.886, 0.263], [2.149, -0.363, 0.219], [2.207, 1.039, 0.351], [3.411, 1.678, 0.315], [4.612, 0.956, 0.149], [5.870, 1.590, 0.109], [7.014, 0.857, -0.049], [6.949, -0.538, -0.176], [5.743, -1.182, -0.142], [4.546, -0.455, 0.020], [3.289, -1.099, 0.058], [-0.741, -1.074, 1.614], [-1.040, -3.564, 0.429], [-1.018, -0.980, -1.196], [-1.486, -2.601, -1.784], [-3.523, -2.407, -0.684], [-2.794, -1.458, 0.499], [-3.557, -0.481, -2.201], [-5.473, 0.555, -1.034], [-5.537, -1.193, -0.835], [-5.987, -0.052, 1.312], [-4.494, -0.952, 1.449], [-3.961, 1.175, 2.374], [-4.925, 2.034, 1.191], [-2.421, 3.085, 1.780], [-0.524, 3.788, 0.387], [-0.090, 2.652, -1.769], [-1.525, 0.791, -2.474], [1.072, -2.690, -0.753], [1.216, -2.780, 1.027], [1.281, 1.577, 0.481], [3.459, 2.752, 0.416], [5.913, 2.664, 0.208], [7.975, 1.347, -0.078], [7.861, -1.102, -0.300], [5.692, -2.257, -0.239], [3.267, -2.174, -0.042]],
  "nbo_charge": [-0.72, 0.08, -0.28, -0.54, -0.05, -0.42, -0.40, -0.44, 0.01, -0.19, -0.18, -0.21, -0.19, -0.10, -0.09, -0.54, 0.27, -0.27, -0.14, -0.12, -0.16, -0.21, -0.19, -0.21, 0.04, -0.25, 0.51, 0.20, 0.26, 0.23, 0.43, 0.48, 0.23, 0.24, 0.22, 0.24, 0.19, 0.24, 0.23, 0.22, 0.23, 0.23, 0.22, 0.20, 0.21, 0.22, 0.22, 0.21, 0.22, 0.22, 0.21, 0.21]
}

=====

No. 4
{
  "formula": "C23H27AuO10P3Se2",
  "method": "ωB97M-V/def2-TZVPD",
  "de_lowest_kcal_mol": 6.25,
  "charge": -1,
  "total_energy_ha": -7608.10307,
  "species": ["Au", "O", "P", "O", "O", "O", "P", "O", "O", "O", "H", "H", "O", "C", "C", "C", "O", "C", "Se", "C", "Se", "H", "H", "H", "H", "H", "H", "H", "H", "H", "H", "O", "P", "C", "C", "C", "C", "C", "C", "C", "C", "C", "C", "C", "C", "C", "C", "C", "C", "C", "C", "H", "H", "H", "H", "H", "H", "H", "H", "H", "H", "H", "H", "H", "H", "H"],
  "xyz": [[-1.024, -0.947, 0.906], [-2.314, -3.147, -0.034], [-3.884, -2.822, 0.289], [-4.753, -3.787, -0.408], [-3.928, -2.547, 1.760], [-4.023, -1.356, -0.473], [-4.048, 0.092, 0.243], [-4.900, -0.127, 1.560], [-4.631, 1.117, -0.637], [-2.577, 0.387, 0.650], [-2.231, -3.419, -0.954], [-4.626, -1.004, 1.941], [1.172, -2.496, 5.799], [1.354, -2.542, 4.382], [1.588, -1.157, 3.780], [2.709, -0.444, 4.559], [3.909, -1.197, 4.669], [0.354, -0.257, 3.896], [-1.350, -0.973, 3.263], [2.034, -1.282, 2.323], [0.899, -2.359, 1.147], [0.238, -2.342, 5.967], [0.503, -3.017, 3.896], [2.229, -3.170, 4.195], [2.341, -0.177, 5.554], [2.975, 0.478, 4.036], [3.730, -1.929, 5.270], [0.547, 0.703, 3.414], [0.145, -0.047, 4.950], [3.011, -1.767, 2.282], [2.136, -0.289, 1.884], [-0.702, -0.828, -1.250], [-0.096, 0.387, -1.911], [-1.329, 1.373, -2.749], [-1.062, 2.672, -3.188], [-2.059, 3.405, -3.803], [-3.330, 2.855, -3.954], [-3.603, 1.582, -3.487], [-2.601, 0.832, -2.887], [0.720, 1.458, -0.715], [-0.094, 2.170, 0.171], [0.487, 2.871, 1.216], [1.867, 2.874, 1.373], [2.676, 2.171, 0.490], [2.102, 1.457, -0.552], [1.158, -0.152, -3.086], [1.505, 0.594, -4.209], [2.502, 0.140, -5.059], [3.152, -1.057, -4.789], [2.807, -1.803, -3.672], [1.809, -1.354, -2.818], [-0.086, 3.116, -3.022], [-1.859, 4.414, -4.140], [-4.118, 3.444, -4.406], [-4.605, 1.179, -3.533], [-2.823, -0.145, -2.478], [-1.173, 2.124, 0.076], [-0.144, 3.403, 1.916], [2.315, 3.422, 2.193], [3.750, 2.168, 0.620], [2.728, 0.890, -1.230], [0.987, 1.518, -4.432], [2.766, 0.717, -5.936], [3.928, -1.411, -5.457], [3.311, -2.737, -3.462], [1.532, -1.922, -1.938]],
  "nbo_charge": [1.04, -1.04, 2.53, -1.14, -1.19, -1.13, 2.58, -1.03, -1.14, -1.21, 0.50, 0.53, -0.75, -0.09, -0.16, -0.05, -0.73, -0.60, 0.07, -0.57, -0.09, 0.47, 0.22, 0.17, 0.17, 0.17, 0.47, 0.22, 0.22, 0.23, 0.22, -1.12, 1.97, -0.48, -0.14, -0.24, -0.19, -0.16, -0.14, -0.37, -0.19, -0.21, -0.20, -0.22, -0.21, -0.45, -0.12, -0.24, -0.19, -0.21, -0.17, 0.20, 0.21, 0.21, 0.24, 0.26, 0.27, 0.22, 0.21, 0.21, 0.23, 0.21, 0.21, 0.21, 0.22, 0.26]
}

=====

no.,HOMO-LUMO gap (eV)
1,8.3
2,8.2
3,7.8
4,7.1